[1]
{
  "formula": "C28H59Br2N4O5P2S",
  "method": "ωB97M-V/def2-TZVPD",
  "symbols": ["Br", "Br", "S", "P", "P", "O", "O", "O", "O", "O", "N", "N", "N", "N", "C", "C", "C", "C", "C", "C", "C", "C", "C", "C", "C", "C", "C", "C", "C", "C", "C", "C", "C", "C", "C", "C", "C", "C", "C", "C", "C", "C", "H", "H", "H", "H", "H", "H", "H", "H", "H", "H", "H", "H", "H", "H", "H", "H", "H", "H", "H", "H", "H", "H", "H", "H", "H", "H", "H", "H", "H", "H", "H", "H", "H", "H", "H", "H", "H", "H", "H", "H", "H", "H", "H", "H", "H", "H", "H", "H", "H", "H", "H", "H", "H", "H", "H", "H", "H", "H", "H"],
  "xyz": [[2.277517, 2.023426, -2.218312], [2.465376, -1.280260, -2.412847], [0.471491, 3.415342, -0.242846], [1.124875, 1.624004, 2.014411], [-1.804822, 2.067650, -1.402264], [4.144556, 3.712333, 3.711411], [-1.586565, -1.765999, -5.452938], [-4.275308, -1.913071, 3.312492], [-3.747215, 2.697885, 3.362632], [-0.004753, 0.536970, -2.730168], [2.157700, -1.311973, 1.707282], [0.653211, -1.288925, -0.212945], [-0.015389, 1.706355, -4.861829], [-1.725244, 3.143291, 4.344970], [1.490472, -0.327338, -1.011219], [-2.350284, -1.703777, 1.848146], [-1.519005, 1.351168, 1.608532], [0.780383, 0.914505, -1.600519], [-3.755959, -0.745151, -5.797351], [-0.197792, 1.012665, 0.856089], [-0.203827, 1.761970, -0.531921], [6.302637, 3.870526, 4.804590], [-2.717994, -1.719131, -6.332738], [-0.130475, -4.331216, -2.532148], [4.180002, 3.644134, 6.134992], [4.903342, 3.279692, 4.848216], [2.824277, 1.773814, 1.445032], [1.104343, 0.933380, 3.701762], [1.086750, -6.494995, -3.057844], [-2.275405, -1.350320, -7.738516], [1.617926, -2.091476, 0.634706], [-2.495916, 3.750511, -1.452519], [-0.132835, -2.303418, -1.046589], [-0.398669, -0.518581, 0.599621], [0.185296, 1.118366, -3.876484], [-2.556469, 2.879737, 3.232436], [-0.845904, -1.356327, 1.796267], [-2.941769, -1.475706, 3.221239], [0.897657, -5.025833, -3.419661], [-2.944062, 0.693375, -1.715834], [0.493584, -3.680350, -1.290171], [-1.886793, 2.811223, 1.879705], [3.317268, 0.888254, 1.046250], [3.389452, 2.060370, 2.327053], [1.753837, -1.573867, 2.593494], [6.254401, 4.961487, 4.846269], [0.136284, 0.584170, 4.032238], [-3.130042, -2.728929, -6.331983], [-2.491990, -2.758709, 1.636275], [2.409883, -2.450355, -0.001818], [-0.401572, -1.839543, -1.982278], [3.179136, 3.210634, 6.151655], [-2.514194, 0.004750, -2.434497], [-0.602043, -0.867272, 2.730765], [-1.200049, -0.881066, -5.443198], [-2.649486, 3.117450, 1.178663], [1.447332, 1.718324, 4.361747], [-1.567607, 2.309766, 4.895912], [-3.576483, 3.653313, -1.471851], [1.944468, -6.922078, -3.558742], [1.113462, -2.967978, 1.003137], [6.905363, 3.522407, 5.643198], [1.840427, -4.487037, -3.421246], [-3.118572, -1.343533, -8.428850], [-3.281232, 0.113653, -0.860684], [-2.872336, -0.426929, 3.517096], [1.203881, -6.602739, -1.983807], [-2.922591, -1.161768, 1.101468], [-0.824345, 3.484163, 4.034655], [-1.532586, -2.058768, -8.104199], [4.070829, 4.728407, 6.214708], [-0.881254, -5.055547, -2.233915], [2.964345, 2.565919, 0.725206], [-2.204069, 4.272186, -2.350341], [-3.337022, 0.264346, -5.749791], [-3.829751, 1.103464, -2.185319], [0.110760, 4.006693, -1.387160], [-2.386508, -2.053850, 3.952980], [0.529203, -4.978903, -4.439282], [4.725094, 3.290041, 7.009687], [-1.249378, -0.492598, -0.073325], [3.156039, -1.428621, 1.784590], [-1.064203, -2.489899, -0.529264], [-4.062016, -1.027681, -4.788360], [2.272391, 0.043105, -0.368408], [-0.620776, -3.589378, -3.142909], [-4.819727, -1.424503, 2.690503], [-1.455771, 0.877593, 2.581366], [-1.817903, -0.357524, -7.743552], [0.261676, -4.323037, -0.446343], [-4.640734, -0.719485, -6.432773], [0.196036, -7.039561, -3.343993], [-1.037418, 3.474869, 1.870204], [1.563271, -3.679986, -1.419877], [1.799549, 0.104898, 3.823091], [4.072530, 4.671451, 3.756085], [-0.351275, -2.314444, 1.837429], [6.806064, 3.597527, 3.877484], [-2.246357, 4.325691, -0.571897], [-2.347117, 0.859054, 1.119691], [4.964478, 2.193123, 4.759890]],
  "forces_ev_per_a": [[-0.022, -0.309, -0.155], [-0.134, 0.080, 0.073], [-0.201, 0.725, 0.768], [-0.694, 2.564, 0.267], [0.599, 0.163, -1.443], [-0.029, -0.247, 0.044], [0.000, -0.046, 0.203], [0.008, -0.292, 0.029], [0.577, -0.313, -0.026], [0.808, -0.891, -0.035], [-0.037, -0.322, -0.215], [0.047, -0.128, -0.176], [0.775, -1.033, 0.868], [0.342, -0.210, -0.635], [-0.179, -0.018, -0.703], [0.147, -0.117, -0.069], [0.520, 0.249, 0.609], [0.207, 0.793, 0.390], [0.015, -0.044, 0.145], [-0.022, -1.031, 0.198], [0.695, -0.448, -0.461], [0.021, -0.060, -0.134], [0.000, 0.298, -0.087], [0.340, 0.087, -0.173], [-0.115, -0.078, -0.057], [0.077, 0.334, 0.172], [0.643, -1.006, -0.177], [0.648, -0.988, -0.317], [-0.028, 0.505, 0.145], [0.106, -0.084, 0.005], [0.682, 0.043, 1.075], [-0.420, -0.145, 0.697], [0.061, -0.478, -0.274], [-0.454, 0.370, -0.205], [-1.611, 1.158, -0.809], [-0.711, 0.075, 0.428], [-0.588, -0.220, 0.404], [-0.303, 0.178, 0.152], [-0.288, -0.429, -0.279], [-0.087, -0.327, 0.428], [-0.470, -0.317, -0.028], [-0.610, 0.173, 0.148], [0.027, -0.201, 0.013], [0.003, 0.192, 0.248], [-0.105, 0.075, 0.095], [-0.013, 0.009, 0.071], [-0.305, 0.143, 0.020], [0.063, -0.044, 0.066], [-0.039, -0.218, -0.208], [0.074, 0.155, -0.391], [0.145, 0.382, -0.285], [0.006, -0.026, 0.007], [0.172, -0.099, -0.168], [0.313, 0.154, 0.072], [0.034, -0.018, -0.103], [0.049, 0.272, -0.323], [-0.024, 0.304, 0.104], [-0.404, 0.168, 0.497], [-0.250, -0.092, 0.031], [0.165, -0.193, -0.082], [-0.329, -0.143, -0.196], [-0.003, 0.010, 0.021], [0.199, 0.142, 0.113], [-0.020, 0.014, -0.005], [-0.127, 0.000, 0.255], [0.088, 0.210, -0.012], [0.182, -0.164, 0.221], [-0.109, 0.190, -0.133], [0.179, -0.091, 0.030], [-0.021, -0.027, 0.000], [0.064, 0.017, 0.020], [-0.252, -0.062, 0.011], [-0.283, 0.298, -0.109], [0.246, 0.078, -0.189], [0.002, 0.012, -0.074], [-0.165, 0.255, -0.094], [-0.034, -0.284, -0.354], [0.105, -0.137, 0.177], [0.028, 0.034, -0.263], [0.016, 0.011, 0.009], [-0.057, -0.253, -0.417], [0.144, 0.098, -0.060], [-0.173, 0.185, 0.296], [-0.020, -0.037, -0.020], [-0.065, 0.026, 0.445], [-0.330, 0.405, -0.144], [-0.092, 0.151, -0.007], [0.116, -0.157, 0.165], [-0.057, 0.039, 0.007], [0.182, -0.036, 0.295], [-0.012, 0.013, -0.019], [-0.149, -0.266, -0.050], [0.233, 0.089, -0.194], [0.247, 0.200, 0.009], [0.070, -0.162, 0.114], [-0.007, 0.049, -0.028], [0.243, -0.065, -0.049], [0.004, -0.029, 0.003], [0.038, 0.220, 0.129], [-0.263, 0.020, -0.279], [-0.044, -0.025, -0.081]],
  "e_homo_ev": -9.84,
  "e_lumo_ev": -2.53,
  "total_energy_ha": -7925.99446,
  "molar_mass_g_mol": 785.6,
  "charge": 1
}


[2]
{
  "formula": "C12H17N",
  "method": "ωB97M-V/def2-TZVPD",
  "symbols": ["N", "C", "C", "C", "C", "C", "C", "C", "C", "C", "C", "C", "C", "H", "H", "H", "H", "H", "H", "H", "H", "H", "H", "H", "H", "H", "H", "H", "H", "H"],
  "xyz": [[-0.648455, 0.927163, -1.403726], [0.128538, 2.594700, 1.479152], [0.934891, -0.053190, -3.202663], [0.601904, -2.519454, -1.897715], [-1.115087, -1.839750, 0.867613], [-0.851676, -0.996461, -0.246682], [0.159305, -0.059363, -2.029456], [1.704481, -2.357462, -2.684643], [-1.356832, 0.359451, -0.353909], [-0.790563, 1.665152, 2.325150], [0.040035, 1.008740, 3.325334], [-0.105450, -1.312892, -1.456306], [1.709746, -1.112953, -3.580808], [2.425637, -0.869931, -4.274428], [-0.235072, -2.541381, 0.796997], [-1.221287, 0.893157, 1.738703], [-0.492532, 1.933423, -1.549537], [0.934405, 0.840810, -3.702048], [-0.267529, -0.068274, 3.560711], [1.084482, 0.894641, 2.861414], [0.011314, 2.341560, 0.452634], [0.571100, -3.547338, -1.538431], [-1.952412, -2.668086, 0.705542], [-1.144239, -1.249916, 1.847817], [-1.640772, 2.159971, 2.832547], [-0.252999, 3.518833, 1.928296], [0.234744, 1.645953, 4.167670], [2.423522, -3.105392, -3.026506], [-2.016914, 0.934759, 0.373083], [1.127715, 2.583531, 1.684194]],
  "forces_ev_per_a": [[0.715, -0.027, -1.234], [-4.088, 0.580, 1.390], [-0.153, -0.582, 1.293], [1.332, 0.735, 0.996], [-0.340, -3.695, 1.399], [-2.622, 3.433, -2.364], [-1.549, -0.948, -0.290], [-0.609, 2.852, -4.181], [1.823, -2.264, 0.204], [0.047, 0.268, -0.150], [2.845, -2.753, 0.401], [0.544, 0.111, 1.770], [-1.187, -1.394, 4.550], [1.617, -0.279, -1.852], [-0.473, 0.583, 1.120], [-0.110, -0.272, -0.194], [-0.403, -1.024, 0.030], [0.388, 2.063, -1.655], [0.207, 1.661, 0.339], [-1.311, -0.245, 0.719], [-0.372, 0.789, -0.850], [-0.926, 0.457, 0.781], [1.025, 2.103, 0.663], [-0.217, -1.350, -1.274], [0.387, 0.244, -0.512], [0.392, 0.832, -1.598], [-0.157, -0.105, 0.868], [-0.540, -0.236, 0.576], [1.103, -0.921, -1.870], [2.634, -0.615, 0.920]],
  "smiles": "Cc1c[nH]c2ccccc12.CCC",
  "e_homo_ev": -7.50,
  "e_lumo_ev": 0.92,
  "total_energy_ha": -522.07525,
  "molar_mass_g_mol": 175.3,
  "e_above_lowest_kcal_mol": 91.0,
  "charge": 0
}


[3]
{
  "formula": "C33H32AsBrN5O5SW",
  "method": "ωB97M-V/def2-TZVPD",
  "symbols": ["W", "Br", "As", "S", "O", "O", "O", "O", "O", "N", "N", "N", "N", "N", "C", "C", "C", "C", "C", "C", "C", "C", "C", "C", "C", "C", "C", "C", "C", "C", "C", "C", "C", "C", "C", "C", "C", "C", "C", "C", "C", "C", "C", "C", "C", "C", "C", "H", "H", "H", "H", "H", "H", "H", "H", "H", "H", "H", "H", "H", "H", "H", "H", "H", "H", "H", "H", "H", "H", "H", "H", "H", "H", "H", "H", "H", "H", "H", "H"],
  "xyz": [[-0.044068, 0.076690, 0.072414], [5.913520, -1.520283, -2.607121], [1.034324, 3.293271, 0.750998], [-2.430813, 1.458860, -0.280474], [-3.617060, 0.658174, -0.151028], [-0.560339, -1.389319, -1.233190], [-1.062315, -1.938410, -3.339951], [0.802713, 1.957783, -0.274952], [-1.530147, 1.476247, 0.928770], [-1.199593, -1.255857, 1.279190], [1.167911, 0.137456, 1.826818], [-1.503781, -1.363106, 10.288895], [-1.409671, 0.994474, -1.400680], [1.770860, -0.559545, -0.803011], [-1.316198, -1.269713, 9.159820], [2.412260, 0.681505, 1.860294], [-0.373180, -0.766370, 3.549116], [-1.283873, -1.288004, 2.691640], [-0.036210, -1.861391, 7.147991], [-1.908932, 0.129124, -2.471646], [3.416575, -0.198574, -2.486304], [-2.230261, -1.950332, 0.840917], [-3.326317, 4.985152, -1.937353], [2.870238, 3.787772, 0.787150], [2.884864, 0.794304, 3.154528], [2.522808, -1.537171, -0.288744], [4.220785, -1.165915, -1.905345], [-1.892105, -0.327326, 6.969843], [-1.658778, -0.212860, 5.609067], [0.256831, 4.762016, -0.174225], [1.869224, 0.297864, 3.980076], [-1.127791, -1.172015, -2.420946], [-3.629170, 5.195695, 0.431294], [0.197420, -1.734569, 5.789626], [-4.063919, 7.210736, -1.016865], [-3.034694, -2.466552, 1.899093], [-2.920677, 3.118121, -0.506042], [-2.952130, 3.658842, -1.781705], [-3.261293, 3.874281, 0.609338], [-3.659849, 5.772312, -0.839039], [0.838084, -0.124032, 3.147025], [-1.079008, -1.151761, 7.738245], [-2.451104, -2.058511, 3.049617], [3.759237, -1.875053, -0.809869], [-0.613997, -0.911088, 5.013788], [0.378726, 3.306435, 2.537614], [2.181074, 0.047051, -1.919069], [-2.700574, 0.218069, 7.437195], [-3.358676, 5.415194, -2.931123], [1.874518, 0.232609, 5.056136], [-3.702643, 7.825515, -0.193176], [1.503962, 0.767656, -2.357524], [-2.391018, -2.093873, -0.212456], [-5.151519, 7.303291, -1.041500], [-0.716622, 4.497623, -0.581327], [-2.290861, 0.425251, 5.004046], [3.282633, 3.591244, -0.201326], [0.931268, 5.024209, -0.987398], [0.160026, 5.601050, 0.512861], [1.005358, -2.286544, 5.326575], [-2.677963, 3.060617, -2.641397], [2.939809, 0.901186, 0.945515], [-1.779992, 0.592138, -3.448051], [-3.906716, 5.791716, 1.292815], [0.583056, -2.507842, 7.754630], [2.894134, 4.858537, 0.986842], [3.432015, 3.248509, 1.542538], [-3.249077, 3.431493, 1.597204], [-0.371645, 2.537142, 2.688722], [-3.918877, -3.070023, 1.777616], [3.720460, 0.330688, -3.377227], [-2.963841, -0.127307, -2.346012], [2.126633, -2.050527, 0.576079], [4.340773, -2.665785, -0.359790], [-0.057020, 4.294738, 2.672844], [3.847406, 1.177989, 3.454156], [1.222255, 3.149646, 3.204330], [-3.676358, 7.618247, -1.949238], [-2.757688, -2.282423, 4.058272]],
  "forces_ev_per_a": [[-0.745, 1.077, 0.060], [0.130, -0.045, -0.070], [-0.124, -0.011, -0.723], [-0.420, -0.283, 0.122], [0.174, 0.158, -0.030], [0.069, 0.019, -0.196], [-0.032, -0.038, -0.029], [0.475, 0.026, 0.558], [-0.244, -0.254, -0.135], [0.034, -0.227, 0.311], [0.008, -0.155, 0.174], [0.004, 0.010, -0.019], [-0.398, -0.282, 0.275], [0.599, -0.465, -0.287], [0.037, -0.006, -0.220], [0.288, -0.106, -0.092], [0.332, 0.093, 0.160], [-0.434, -0.182, -0.146], [0.023, -0.010, -0.023], [0.051, 0.129, 0.053], [-0.269, -0.067, -0.047], [-0.333, -0.256, -0.009], [-0.013, -0.016, -0.055], [0.240, -0.030, -0.032], [-0.071, 0.043, 0.045], [0.364, -0.199, -0.015], [0.019, 0.025, -0.014], [-0.035, 0.047, -0.068], [-0.040, 0.030, 0.058], [-0.158, 0.129, -0.137], [0.101, 0.019, 0.097], [0.129, -0.081, 0.174], [-0.019, 0.018, 0.046], [-0.020, -0.026, 0.030], [-0.004, -0.051, 0.008], [0.039, 0.017, -0.280], [0.194, 0.215, -0.088], [-0.042, 0.036, 0.035], [-0.094, 0.003, -0.052], [-0.012, 0.089, -0.017], [-0.236, 0.094, 0.042], [-0.009, -0.037, 0.280], [0.255, 0.147, 0.112], [-0.278, 0.022, 0.146], [0.020, 0.044, -0.109], [-0.081, -0.229, 0.116], [0.358, 0.194, -0.246], [0.007, -0.006, -0.002], [0.025, 0.002, 0.019], [0.020, 0.001, -0.033], [-0.002, -0.001, -0.001], [0.023, 0.082, 0.057], [-0.025, -0.003, -0.011], [0.005, -0.021, 0.002], [0.006, -0.011, 0.058], [0.007, -0.008, -0.002], [0.045, 0.036, 0.002], [-0.037, 0.052, -0.040], [0.007, 0.065, -0.041], [-0.009, 0.004, 0.000], [0.027, 0.001, 0.024], [-0.053, 0.113, -0.014], [0.016, -0.002, -0.036], [0.030, 0.003, -0.012], [-0.002, 0.005, -0.007], [0.109, 0.018, 0.018], [-0.014, -0.005, 0.032], [0.029, 0.002, -0.007], [-0.022, 0.003, -0.006], [0.026, 0.005, -0.022], [0.016, -0.001, 0.015], [-0.031, 0.035, -0.013], [-0.005, 0.028, 0.025], [0.003, 0.011, -0.004], [-0.017, -0.012, 0.137], [-0.011, -0.027, 0.003], [-0.020, -0.013, 0.088], [-0.003, -0.006, 0.005], [0.016, 0.024, 0.005]],
  "multiplicity": 3,
  "e_homo_ev": [-10.33, -10.70],
  "e_lumo_ev": [-3.55, -3.72],
  "total_energy_ha": -7201.62704,
  "molar_mass_g_mol": 949.4,
  "e_above_lowest_kcal_mol": 10.9,
  "charge": 1
}